Record 1
Entry from the OMol25 dataset: 2 unconnected molecules or ions with the total composition CH9N2 (ωB97M-V with the def2-TZVPD basis set).

The geometry in XYZ format:
```
12
CH9N2, DFT ωB97M-V with the def2-TZVPD basis set
N 1.8898 -0.7122 0.1559
H 1.7007 -1.6139 0.5977
H 2.8110 -0.3717 0.4260
H 0.2821 0.0024 0.5211
H 1.9491 -0.8514 -0.8553
C -1.3383 0.6044 -0.7074
N -0.7274 0.3037 0.6122
H -1.1462 1.6311 -1.0057
H -0.9687 -0.1012 -1.4380
H -2.4114 0.4394 -0.6212
H -1.2798 -0.4574 1.0816
H -0.7608 1.1269 1.2332
```

Summary:
E_HOMO (alpha / beta) ... -3.14 / -11.19 eV
Max |F| ... 0.46 eV Å⁻¹
E ... -152.88596 hartree
Energy relative to the best compared isomer or geometry (same formula, charge and spin) ... 0.9 kcal per mole
Spin multiplicity ... 2
Molecular weight ... 49.10 g mol⁻¹
Gap between HOMO and LUMO (alpha / beta) ... 4.268 / 11.876 eV

Record 2
Entry from the OMol25 dataset: 2 unconnected molecules or ions with the total composition CH9N2 at a distorted geometry (ωB97M-V with the def2-TZVPD basis set).

The geometry in XYZ format:
```
12
CH9N2, DFT ωB97M-V with the def2-TZVPD basis set
N -0.5144 1.2908 -1.3387
H -0.8372 0.4572 -1.9166
H -1.3436 1.8755 -1.0090
H 0.5486 0.5338 0.0353
H -0.0731 1.9382 -2.1035
C -0.2429 -1.2313 0.8318
N 0.9413 -0.2133 0.7806
H -0.1452 -1.7409 -0.0391
H -1.1846 -0.6388 0.9872
H -0.1092 -1.8458 1.7021
H 1.1372 0.2437 1.6521
H 1.8232 -0.6691 0.4178
```

Summary:
E_HOMO ... -15.61 eV
Max |F| ... 4.39 eV Å⁻¹
E ... -152.75104 hartree
Energy relative to the best compared isomer or geometry (same formula, charge and spin) ... 15.9 kcal per mole
Spin multiplicity ... 1
Molecular weight ... 49.10 g mol⁻¹
Charge ... +1
Gap between HOMO and LUMO ... 12.125 eV

Record 3
Entry from the OMol25 dataset: 2 unconnected molecules or ions with the total composition CH9N2O at a distorted geometry (ωB97M-V with the def2-TZVPD basis set).

The geometry in XYZ format:
```
13
CH9N2O, DFT ωB97M-V with the def2-TZVPD basis set
O 1.0704 1.5727 1.2256
H 1.9384 1.8342 1.5156
H 0.3197 0.2404 0.8667
H 0.6166 2.4386 1.4569
N -0.1109 -0.6495 0.6547
C -0.9122 -0.3032 -0.6066
N -0.2224 -0.8131 -1.7062
H -0.3783 -1.0584 1.4978
H 0.5673 -1.3393 0.4495
H -1.0365 0.7954 -0.5254
H -1.8718 -0.7527 -0.4098
H -0.7372 -0.8449 -2.5543
H 0.7568 -1.1202 -1.8643
```

Summary:
E_HOMO ... -13.81 eV
Max |F| ... 3.12 eV Å⁻¹
E ... -227.96810 hartree
Energy relative to the best compared isomer or geometry (same formula, charge and spin) ... 29.8 kcal per mole
Spin multiplicity ... 1
Molecular weight ... 65.10 g mol⁻¹
Charge ... +1
Gap between HOMO and LUMO ... 10.511 eV

Record 4
Entry from the OMol25 dataset: 3 unconnected molecules or ions with the total composition CH9N2O2 at a distorted geometry (ωB97M-V with the def2-TZVPD basis set).

The geometry in XYZ format:
```
14
CH9N2O2, DFT ωB97M-V with the def2-TZVPD basis set
N -1.7247 0.3876 0.0423
C -1.1683 -0.8015 -0.3219
N -0.1708 -1.0190 -1.2342
H -1.6362 1.1809 -0.5677
H -1.9033 0.5659 1.0143
H -1.4960 -1.7548 0.1659
H 0.1160 -1.9726 -1.3723
H 0.5424 -0.3343 -1.4772
H 3.1296 0.4063 -1.9010
H 2.2037 0.3057 -3.0854
O 2.1959 0.4115 -2.1246
H 0.5491 1.3867 3.8424
H -0.4409 0.1878 3.6810
O -0.1964 1.0499 3.3385
```

Summary:
E_HOMO (alpha / beta) ... -4.11 / -8.56 eV
Max |F| ... 3.58 eV Å⁻¹
E ... -303.40530 hartree
Energy relative to the best compared isomer or geometry (same formula, charge and spin) ... 4.9 kcal per mole
Spin multiplicity ... 2
Molecular weight ... 81.09 g mol⁻¹
Gap between HOMO and LUMO (alpha / beta) ... 4.839 / 9.264 eV